Entry 1:
Formula: C82H188N12O14
Source: the OMol25 dataset
Level of theory: the ωB97M-V functional and the def2-TZVPD basis

XYZ file:
```
296
C82H188N12O14 the ωB97M-V functional and the def2-TZVPD basis
O -1.787 -3.571 8.102
O -3.664 -7.705 1.312
O 1.788 6.579 0.121
O -0.295 1.031 -7.522
O -7.373 2.981 3.809
O -3.590 -2.507 -2.405
O -3.009 7.931 -5.313
O 0.665 0.042 5.295
O 3.923 9.010 5.808
O 5.556 -7.614 -2.151
O 6.134 0.536 0.554
O 4.149 0.714 -5.220
O 2.734 -2.463 1.130
O 0.998 1.686 -0.668
N 3.320 1.173 0.924
N -0.318 -2.545 5.872
N 5.321 1.002 -4.557
N 1.346 1.891 -4.293
N -3.267 -7.238 0.073
N -6.987 -2.499 -0.712
N 0.098 0.866 -0.004
N 4.539 -6.727 -2.342
N -6.338 2.061 4.018
N 2.042 7.901 3.692
N 2.996 -0.728 3.404
N -3.054 6.767 -4.432
C 3.341 -7.164 -1.422
C -1.438 -1.114 -0.153
C 1.919 0.632 5.134
C -2.372 7.739 -2.212
C -1.793 -6.886 -2.454
C 3.733 -7.133 0.025
C -1.790 -4.671 9.062
C -5.197 0.022 3.073
C -7.084 1.214 6.335
C 1.521 3.461 -6.072
C -6.435 0.956 3.049
C 7.114 2.054 -2.396
C -4.853 -0.441 4.475
C -0.343 0.817 5.970
C 0.734 2.230 -5.533
C 3.020 -0.417 4.817
C -1.846 -3.372 4.254
C -0.581 6.953 -3.873
C -5.061 -8.612 -1.029
C 1.729 7.856 2.287
C -1.721 -2.956 5.696
C 5.643 -5.121 -3.966
C -2.799 -9.539 -0.783
C -2.049 6.690 -3.356
C -2.140 -4.022 6.784
C -3.414 4.559 -2.498
C -5.097 6.157 -5.524
C 2.487 -4.683 -1.689
C -3.199 -7.572 -2.392
C -2.077 5.229 -2.796
C 1.942 6.497 1.544
C 5.490 0.229 -3.299
C -2.272 -0.505 1.000
C 2.272 5.360 -0.495
C -4.459 6.209 -4.174
C 2.882 -8.595 -1.937
C -5.418 2.994 6.032
C -1.454 0.507 1.847
C -0.720 1.582 0.999
C 1.888 -3.451 1.904
C -0.591 -0.100 -0.912
C -4.631 -2.835 -1.437
C 7.217 -0.275 1.026
C -3.697 -3.053 -3.753
C 4.696 3.447 -3.938
C 4.016 -2.383 1.764
C -1.759 2.643 0.564
C 3.899 3.067 2.390
C 2.185 -6.188 -1.646
C -5.935 -0.694 -1.825
C -1.329 0.193 -7.136
C 5.652 1.319 1.657
C -1.519 0.540 -1.984
C -3.533 -8.214 -0.991
C 3.868 -1.903 3.193
C -1.699 -5.836 -1.297
C -7.682 0.120 3.198
C 7.001 2.654 -3.782
C 5.658 2.469 -4.559
C 6.035 2.773 -5.986
C 1.894 9.159 4.374
C -4.699 0.814 5.366
C -1.989 -6.487 0.107
C -6.028 -2.245 -1.763
C -4.380 4.735 -3.716
C 5.743 -4.767 -1.459
C 4.870 -5.297 -2.664
C -0.771 -7.363 0.491
C 4.627 10.259 5.615
C 6.812 0.563 -2.618
C 0.817 1.029 -6.553
C 2.516 9.081 5.786
C -2.033 -5.324 1.157
C 0.506 -0.974 -1.654
C 0.234 2.280 1.986
C 3.605 -4.419 -2.712
C -5.983 1.739 5.438
C 5.547 -1.193 -3.588
C -5.302 6.997 -3.151
C 4.378 0.499 -2.315
C 4.365 2.101 1.249
C -6.382 1.601 1.626
H 3.256 4.952 -0.265
H 1.649 -6.306 -2.588
H 5.218 2.805 -6.707
H 3.426 0.142 -2.708
H -4.645 0.493 6.407
H -0.091 0.983 7.017
H 4.859 4.377 -4.483
H 6.507 3.720 -6.248
H 6.205 -1.430 -4.424
H -0.447 7.871 -4.446
H -4.867 2.789 6.950
H -4.788 -3.901 -1.275
H 1.410 4.359 -5.464
H 6.525 -5.761 -3.932
H -8.539 0.778 3.342
H -0.186 -2.138 6.787
H 1.509 4.582 -0.480
H -2.887 -3.449 3.940
H -2.539 7.632 -6.095
H 0.670 1.389 -3.736
H -3.110 -8.359 -3.141
H 5.552 -8.060 -3.001
H -2.168 0.283 -7.826
H -1.044 1.438 -2.381
H -0.280 -8.005 -0.241
H 5.441 0.735 2.553
H -1.223 0.179 6.048
H -0.305 2.515 -5.368
H -0.997 -0.836 -7.276
H 2.947 -7.518 0.674
H -1.749 -9.369 -1.022
H 1.501 -6.295 -0.804
H -1.929 -5.745 2.158
H 1.000 -3.733 1.339
H -2.620 2.211 0.055
H -2.784 -2.841 -4.310
H -5.709 -7.836 -1.435
H -3.201 -4.268 6.817
H -7.090 -3.444 -0.371
H 0.070 6.889 -3.001
H -5.482 2.181 1.420
H -3.151 -10.249 -1.531
H 4.457 2.669 0.324
H -1.459 4.529 -3.357
H 2.362 -4.394 2.175
H -0.712 -5.392 -1.423
H -3.777 1.346 5.129
H -1.526 -0.094 -2.870
H 2.865 3.398 2.295
H -5.271 -9.504 -1.619
H -6.309 3.573 6.277
H -1.529 7.874 -1.534
H -4.338 0.602 2.735
H 7.211 -0.671 2.041
H -3.963 -4.106 -3.842
H -5.222 -0.446 -2.612
H -1.746 0.257 -6.130
H -4.756 3.574 5.388
H 2.597 -8.580 -2.989
H 4.589 -7.765 0.259
H 6.744 2.052 -6.391
H -7.952 -0.385 2.271
H 2.396 9.944 3.808
H 1.167 3.754 -7.060
H 0.068 -6.766 0.848
H 2.933 6.142 1.826
H 4.766 3.614 -2.863
H 4.467 11.001 6.398
H 4.231 10.731 4.717
H 3.899 -6.123 0.400
H 7.233 3.718 -3.736
H -6.912 -0.277 -2.069
H 1.495 -3.036 2.832
H -4.390 5.654 -6.183
H 8.112 0.325 0.858
H -2.152 0.979 2.538
H -0.184 -1.820 5.181
H 5.121 -4.725 -0.565
H 0.694 8.183 2.191
H 7.792 2.165 -4.350
H -3.119 -8.479 1.471
H 6.662 -5.284 -1.181
H 5.183 -5.605 -4.828
H 4.889 -1.563 3.368
H -7.268 2.157 1.320
H 3.690 3.108 -4.184
H -1.945 -1.807 -0.823
H 5.691 10.045 5.507
H 2.384 5.557 -1.561
H -2.363 -4.982 -1.428
H 1.817 1.575 -0.179
H -2.494 8.759 -2.577
H -5.362 7.151 -5.884
H 1.323 5.739 2.024
H -2.540 0.782 -1.690
H 2.120 9.854 6.444
H 2.154 1.196 6.037
H -4.032 -6.980 -2.772
H 7.102 -1.128 0.357
H -5.355 8.060 -3.388
H -7.834 1.988 6.497
H 4.424 4.017 2.300
H -0.796 -1.778 0.425
H 1.076 1.618 2.185
H -0.515 1.824 5.591
H 4.226 1.503 -1.918
H -3.310 3.486 -2.337
H 6.444 2.403 -1.610
H -1.284 -4.532 1.170
H 1.765 1.422 4.400
H -2.262 -2.014 5.785
H -3.995 5.048 -1.716
H -6.710 0.975 7.330
H -7.712 -0.635 3.983
H 4.538 -3.339 1.814
H 4.401 -0.215 -1.492
H -2.608 -1.244 1.727
H -6.260 6.478 -3.165
H -5.612 -0.220 -0.898
H -6.903 3.792 3.599
H -3.839 -0.826 4.367
H -0.678 0.111 2.502
H -1.616 -4.936 6.507
H 3.678 -2.738 3.867
H 7.667 0.168 -3.166
H -2.926 -10.011 0.191
H 5.878 -4.072 -4.145
H -0.179 2.563 2.954
H 2.696 -1.346 5.287
H -6.413 0.731 0.971
H 1.109 -0.267 -2.224
H -0.983 -8.017 1.337
H -5.343 -0.874 2.470
H -2.758 -5.170 9.004
H -4.382 -2.418 -4.316
H 4.645 -1.690 1.206
H -3.042 -4.913 1.120
H 2.216 8.147 6.261
H 3.605 -9.387 -1.742
H 2.041 -8.956 -1.346
H -4.927 6.849 -2.139
H -1.288 -2.658 3.649
H -1.318 -4.309 4.078
H 1.259 -1.395 -0.988
H 8.130 2.260 -2.061
H -1.494 -4.277 10.034
H 0.801 0.037 -6.101
H 1.673 2.693 -3.774
H -1.654 5.258 -1.792
H 3.929 -3.414 -2.444
H -0.136 6.111 -4.403
H -5.691 -1.062 4.792
H 2.922 -4.352 -0.747
H -6.463 -2.602 -2.697
H -3.247 -0.152 0.663
H -2.113 3.282 1.374
H 3.195 -4.432 -3.722
H 5.866 -1.743 -2.702
H 0.847 9.404 4.552
H 3.181 0.607 1.749
H -7.576 0.288 6.036
H 6.126 -3.756 -1.597
H 1.737 1.125 -7.129
H 3.004 7.604 3.770
H 3.476 1.157 -4.697
H 3.597 0.445 0.281
H -0.905 -7.515 -2.514
H -1.042 -5.407 8.769
H 4.010 -0.063 5.105
H -4.326 -2.459 -0.461
H -3.973 4.137 -4.531
H 1.619 -4.080 -1.957
H 6.783 0.150 -1.610
H 0.138 -1.784 -2.283
H 4.073 2.597 3.358
H -6.048 5.626 -5.476
H 4.684 -1.649 -4.073
H 6.400 2.061 1.940
H -1.226 3.263 -0.157
H -1.881 -6.284 -3.358
H 2.036 -0.901 3.139
H -5.538 -8.731 -0.056
H 2.561 3.145 -6.158
H -3.189 7.582 -1.508
H 2.323 8.624 1.792
H -7.891 -2.149 -0.994
H 0.780 3.075 1.479
H -5.355 4.408 -3.356
```

Frontier orbital gap: 8.4 eV
Total charge: 0
SMILES: CC1(C)CCCC(C)(C)N1O.CC1(C)CCCC(C)(C)N1O.CC1(C)CCCC(C)(C)N1O.CC1(C)CCCC(C)(C)N1O.CC1(C)CCCC(C)(C)N1O.CC1(C)CCCC(C)(C)N1O.COC[C@H](C)N.COC[C@H](C)N.COC[C@H](C)N.COC[C@H](C)N.COCCNCCOC.COCCNCCOC
HOMO level: -7.92 eV
2S+1: 1

***

Entry 2:
Formula: C13H19ClHfN2O2S
Source: the OMol25 dataset
Level of theory: the ωB97M-V functional and the def2-TZVPD basis

XYZ file:
```
39
C13H19ClHfN2O2S the ωB97M-V functional and the def2-TZVPD basis
Hf -0.429 0.296 -0.100
Cl -2.381 1.209 -1.187
S -0.178 2.104 1.655
O -3.632 -0.818 0.727
O 0.377 -2.059 2.257
N 1.436 0.956 3.429
N -0.917 1.022 3.979
C 2.483 1.468 2.530
C 0.146 1.245 3.190
C 0.627 -1.521 -1.370
C -0.218 -0.685 -2.174
C 1.625 0.551 -1.508
C -0.104 1.827 -2.999
C -0.870 0.238 5.203
C 1.771 -0.770 -0.984
C -2.251 1.506 3.582
C -2.485 -0.668 0.561
C 0.060 -1.329 1.413
C 0.411 0.637 -2.247
C 1.961 0.146 4.530
H -1.129 -0.988 -2.707
H -2.252 2.594 3.394
H 2.513 0.957 1.551
H -1.203 1.856 -2.951
H 0.467 -2.604 -1.216
H 1.195 -0.319 5.151
H 2.588 0.775 5.170
H 0.242 2.743 -2.520
H 2.372 2.550 2.355
H -2.632 1.003 2.669
H 2.395 1.363 -1.496
H 2.600 -0.662 4.134
H 3.446 1.274 3.006
H -2.924 1.280 4.409
H -1.868 0.224 5.641
H -0.588 -0.800 4.996
H 2.649 -1.168 -0.455
H 0.204 1.801 -4.043
H -0.181 0.685 5.929
```

Frontier orbital gap: 7.3 eV
Total charge: +2
ΔE to the lowest compared entry with this formula, charge and spin: 10.4 kJ/mol
HOMO level: -16.18 eV
2S+1: 1

***

Entry 3:
Formula: C35H29N4NiP2Se
Source: the OMol25 dataset
Level of theory: the ωB97M-V functional and the def2-TZVPD basis

XYZ file:
```
72
C35H29N4NiP2Se the ωB97M-V functional and the def2-TZVPD basis
Se -1.821 -3.722 0.715
Ni 0.032 -0.286 0.641
P 2.025 0.022 -0.613
P -0.510 -0.055 3.028
N 0.243 1.630 0.882
N -0.986 -2.238 0.202
N -1.455 -0.368 -1.042
N -3.266 -3.384 -0.243
C -1.088 1.686 2.938
C -3.612 -0.292 -2.130
C 4.083 1.109 0.930
C -1.469 -2.381 4.159
C 0.599 -0.005 5.597
C 1.085 2.419 0.147
C 0.845 -0.049 4.225
C 1.207 3.652 0.747
C -2.431 -3.236 4.669
C -3.994 -1.520 -1.695
C 5.278 1.043 1.633
C -3.076 -2.232 -0.859
C 2.321 -0.854 -2.165
C 3.328 -0.430 -3.034
C 1.736 1.784 -1.046
C -2.339 0.264 -1.757
C 4.339 -1.205 0.302
C 2.155 -0.042 3.758
C -3.124 -0.656 3.914
C -1.805 -1.080 3.780
C 5.528 -1.265 1.010
C -1.820 -1.610 -0.607
C 3.613 -0.016 0.254
C 2.731 -2.170 -4.579
C 6.000 -0.141 1.674
C -0.166 2.360 1.966
C 3.214 0.009 4.652
C 1.531 -1.944 -2.512
C -3.746 -2.805 4.799
C 3.529 -1.083 -4.237
C 0.401 3.612 1.921
C 1.659 0.042 6.488
C -4.090 -1.517 4.421
C 1.737 -2.603 -3.717
C 2.966 0.048 6.016
H 3.986 -2.082 -0.228
H -4.260 0.310 -2.750
H -4.498 -3.471 5.201
H 1.124 -3.455 -3.980
H 2.356 -0.073 2.694
H 2.675 2.272 -1.316
H 5.644 1.923 2.147
H 4.229 0.013 4.278
H -2.155 -4.237 4.975
H 3.790 0.081 6.716
H -3.410 0.350 3.638
H -1.063 2.147 3.926
H -2.123 1.701 2.583
H 3.963 0.406 -2.764
H -4.955 -1.952 -1.937
H 6.090 -2.189 1.037
H 2.892 -2.681 -5.519
H 3.515 2.032 0.925
H 0.261 4.411 2.631
H -0.442 -2.722 4.073
H -0.417 -0.012 5.973
H -2.085 1.267 -2.080
H 4.310 -0.750 -4.908
H 1.800 4.485 0.404
H 0.759 -2.285 -1.833
H -5.110 -1.173 4.527
H 1.465 0.075 7.551
H 6.932 -0.188 2.221
H 1.096 1.788 -1.934
```

Frontier orbital gap (spin up / spin down): 5.3 / 5.3 eV
Total charge: +1
HOMO level (spin up / spin down): -9.74 / -9.73 eV
2S+1: 3

***

Entry 4:
Formula: C23H36BN4O4PSeSnTe2
Source: the OMol25 dataset
Level of theory: the ωB97M-V functional and the def2-TZVPD basis

XYZ file:
```
73
C23H36BN4O4PSeSnTe2 the ωB97M-V functional and the def2-TZVPD basis
Te 2.909 0.735 0.464
Te 0.687 -1.786 -2.159
Sn 0.074 1.049 -0.812
Se 1.376 2.626 -2.301
P -1.622 -1.612 -2.756
O -2.254 -0.277 -2.692
O -2.523 -2.629 -1.879
O -2.417 2.521 0.029
O -1.832 -2.319 -4.208
N -1.705 -0.166 2.113
N 0.555 1.865 3.414
N 0.452 2.431 2.201
N -1.743 0.728 3.127
C 1.525 3.204 2.053
C -3.020 1.191 3.230
C -2.122 -3.974 -1.637
C -3.796 0.589 2.274
C 6.076 -2.055 -0.130
C 1.676 2.277 4.033
C -1.174 -0.581 -5.803
C 6.763 -2.845 0.783
C 5.066 -2.395 2.422
C -0.531 -0.766 1.660
C -2.932 -0.264 1.573
C 3.098 -0.881 1.871
C -3.402 2.594 -0.983
C -3.175 -4.911 -2.195
C -3.054 3.887 -1.707
C 4.116 -0.562 -0.746
C 4.379 -1.591 1.517
C 6.253 -3.019 2.063
C -2.694 4.813 -0.533
C 2.343 3.149 3.194
C 4.885 -1.427 0.222
C -2.280 3.822 0.582
C -0.966 -1.996 -5.302
B -0.583 1.018 4.100
H 2.239 -1.542 1.752
H -2.881 -5.951 -2.029
H -0.106 -0.022 4.516
H -2.209 -0.425 -6.113
H -1.194 -2.733 -6.075
H 3.276 3.657 3.373
H 6.785 -3.630 2.783
H 4.775 0.033 -1.374
H -1.884 5.496 -0.788
H 6.473 -1.911 -1.129
H -3.863 4.266 -2.334
H 7.696 -3.316 0.499
H -4.406 2.652 -0.529
H -1.052 1.687 5.004
H 1.662 3.754 1.132
H -0.732 -1.713 1.168
H -2.929 3.912 1.462
H 3.476 -1.159 -1.396
H -0.513 -0.396 -6.655
H -0.937 0.143 -5.023
H 0.236 -0.808 2.424
H -1.146 -4.170 -2.087
H -3.254 1.936 3.969
H -3.561 5.401 -0.220
H 4.669 -2.519 3.424
H -4.137 -4.738 -1.709
H 0.073 -2.132 -4.990
H 1.923 1.917 5.020
H 3.095 -0.497 2.890
H -2.015 -4.098 -0.557
H -2.170 3.705 -2.321
H -3.090 -0.888 0.709
H -3.294 -4.738 -3.265
H -1.247 3.932 0.905
H -3.327 1.695 -1.597
H -4.841 0.758 2.078
```

Frontier orbital gap: 4.2 eV
Total charge: -2
HOMO level: -0.06 eV
2S+1: 1